# 1
Density functional theory data (wB97M-V/def2-TZVPD) for an isolated molecule of C2H5NO2 at a distorted geometry.

Cartesian coordinates (Å):
H 2.380 -0.032 -0.819
H -0.983 1.265 -0.624
O 1.442 -0.291 -0.945
N -0.372 -0.550 0.142
C -1.238 0.592 0.193
H -0.686 -1.285 -0.433
C 1.056 -0.595 0.267
H -2.370 0.454 -0.051
H -1.209 0.979 1.190
O 1.979 -0.537 1.080

Values from the calculation:
Lowest unoccupied orbital energy (eV): 0.8
Orbital gap (eV): 10.20
HOMO level (eV): -9.439
F_max (eV Å⁻¹): 3.74
Spin multiplicity: 1
SMILES: CNC(=O)O


# 2
Density functional theory data (wB97M-V/def2-TZVPD) for an isolated molecule of C6H6O2 at a distorted geometry.

Cartesian coordinates (Å):
C -0.944 -0.362 0.281
C -1.014 1.187 0.050
C 1.643 -0.572 -1.632
H 1.593 -0.817 -2.682
H -0.459 -1.839 1.760
C 0.146 1.394 -0.831
O -1.603 -1.066 -0.462
O -1.750 1.980 0.567
C -0.523 -0.755 1.677
H 0.550 2.391 -0.914
H -1.267 -0.375 2.379
H 0.435 -0.293 1.926
H 2.352 -1.149 -1.056
C 0.840 0.277 -1.064

Values from the calculation:
Lowest unoccupied orbital energy (eV): -0.3
Orbital gap (eV): 8.76
HOMO level (eV): -9.047
F_max (eV Å⁻¹): 4.28
Spin multiplicity: 1
SMILES: C=C=CC(=O)C(C)=O


# 3
Density functional theory data (wB97M-V/def2-TZVPD) for an isolated molecule of C5H4N2O at a distorted geometry.

Cartesian coordinates (Å):
H 2.152 0.348 -1.456
H -2.330 -0.044 1.360
C 1.538 -0.073 -0.727
C 0.215 0.323 -0.597
O -1.784 0.961 -0.376
N 0.732 -1.077 1.083
C -1.532 0.158 0.691
H 0.708 -1.656 1.812
C 1.837 -0.930 0.311
H 2.801 -1.295 0.707
C -0.300 -0.312 0.548
N -0.676 1.071 -1.194

Values from the calculation:
Lowest unoccupied orbital energy (eV): 0.8
Orbital gap (eV): 9.07
HOMO level (eV): -8.293
F_max (eV Å⁻¹): 4.18
Spin multiplicity: 1
SMILES: c1cc2nocc2[nH]1


# 4
Density functional theory data (wB97M-V/def2-TZVPD) for an isolated molecule of C4H6N2O2 at a distorted geometry.

Cartesian coordinates (Å):
C 0.275 -0.558 -0.019
H 2.332 0.727 0.705
H 3.529 -0.556 -0.218
N 1.488 -0.840 -0.350
C 0.017 0.833 0.095
H -3.190 0.540 -0.281
O -1.146 1.358 -0.145
N 2.531 0.108 -0.282
H 0.347 1.076 1.245
H -2.809 -1.740 -0.088
C -2.024 0.258 -0.318
O -0.642 -1.513 0.241
C -1.871 -1.025 -0.289
H 1.162 1.333 -0.296

Values from the calculation:
Lowest unoccupied orbital energy (eV): 0.7
Orbital gap (eV): 9.46
HOMO level (eV): -8.725
F_max (eV Å⁻¹): 9.69
Spin multiplicity: 1
SMILES: N/N=C1\COC=CO1